1.
{"formula": "C2H3F3S", "method": "ωB97M-V/def2-TZVPD", "relative_energy_ev": 1.388, "e_homo_ev": -10.3, "spin_multiplicity": 1, "smiles": "FC(F)[C@@H](F)S", "orbital_gap_ev": 10.93, "symbols": ["C", "C", "F", "F", "F", "S", "H", "H", "H"], "coordinates": [[0.8377, 0.3793, 0.1695], [-0.3511, -0.7081, -0.2432], [1.9269, -0.3548, 0.4889], [0.4791, 1.2156, 1.0842], [-0.6641, -1.3663, 1.0406], [-1.7530, 0.1015, -0.8322], [1.1547, 0.9948, -0.7608], [0.0562, -1.4740, -0.9843], [-1.6862, 1.2119, 0.0373]], "forces_ev_per_a": [[-0.12, -1.91, -5.15], [2.26, 0.20, 2.52], [0.08, 0.08, 0.88], [-0.54, 0.78, 2.05], [0.65, 0.56, -1.95], [-0.95, 1.59, 0.15], [-0.74, -1.01, 1.21], [-0.59, 1.01, 1.19], [-0.05, -1.29, -0.89]]}

2.
{"formula": "C2H3F3Si", "method": "ωB97M-V/def2-TZVPD", "relative_energy_ev": 0.000, "e_homo_ev": [-7.0, -12.4], "spin_multiplicity": 3, "orbital_gap_ev": [7.76, 9.10], "s_squared": 2.005, "symbols": ["C", "C", "F", "F", "F", "Si", "H", "H", "H"], "coordinates": [[0.2391, -0.3541, -0.3220], [-0.4841, 0.7465, 0.0012], [-0.6584, 1.9827, -2.5647], [-2.2580, 2.9310, -0.9204], [0.1779, 3.5292, -0.6731], [-0.7962, 2.2804, -1.0251], [0.4144, -0.9937, 0.5381], [0.4835, -0.5880, -1.4277], [-0.8831, 0.8267, 1.0184]], "forces_ev_per_a": [[3.87, -5.89, -3.03], [-4.41, 7.65, 1.21], [0.36, -0.31, -0.30], [0.51, -0.56, 0.42], [-0.53, -0.98, -0.23], [0.23, 0.86, 0.83], [0.83, -0.41, -0.74], [-0.56, -0.13, 2.28], [-0.29, -0.24, -0.44]]}

3.
{"formula": "C2H3FINO", "method": "ωB97M-V/def2-TZVPD", "relative_energy_ev": 3.510, "e_homo_ev": [-6.8, -9.8], "spin_multiplicity": 3, "orbital_gap_ev": [7.28, 6.20], "s_squared": 2.022, "symbols": ["C", "C", "N", "O", "F", "I", "H", "H", "H"], "coordinates": [[0.3669, 0.3728, -0.4712], [-1.8275, -1.0178, -0.0876], [-1.5252, -2.1317, 0.1141], [-0.8272, -3.0943, 0.1968], [1.1876, 0.8522, 0.4432], [-3.3610, 0.3089, 0.1039], [0.7063, 0.5855, -1.3917], [0.5378, -0.6965, -0.3268], [-0.6564, 0.5999, -0.2797]], "forces_ev_per_a": [[-0.60, -3.11, 1.71], [0.94, 1.42, -1.49], [-0.61, -2.03, 0.91], [1.10, -1.88, 0.18], [1.87, 2.32, 2.31], [-2.73, 1.64, 0.56], [0.86, 1.23, -3.54], [-0.65, -0.40, -0.58], [-0.20, 0.80, -0.06]]}

4.
{"formula": "C2H3FLiO2", "method": "ωB97M-V/def2-TZVPD", "relative_energy_ev": 0.381, "e_homo_ev": -16.2, "spin_multiplicity": 1, "orbital_gap_ev": 11.14, "total_charge": 1, "symbols": ["F", "H", "O", "C", "C", "O", "Li", "H", "H"], "coordinates": [[-0.0771, 1.7891, -0.5024], [-1.1149, 1.3120, 0.8062], [-0.1995, -1.7185, -0.5424], [0.4326, -0.7270, -0.8254], [0.4481, 0.4470, 0.1555], [-0.5964, 0.3210, 0.9904], [-1.2549, -1.5465, 1.1391], [0.9355, -0.5938, -1.7988], [1.4264, 0.7167, 0.5779]], "forces_ev_per_a": [[1.91, -2.67, 0.16], [1.86, -3.64, 0.90], [0.19, 0.24, 0.28], [-0.08, 0.51, -0.89], [-1.02, 3.18, -1.68], [-2.68, 2.53, 1.20], [0.05, 0.11, -0.18], [0.06, -0.21, 0.28], [-0.30, -0.05, -0.07]]}